# C27H38I2N10O2Pd

C27H38I2N10O2Pd as an isolated structure (the ωB97M-V functional and the def2-TZVPD basis, the Open Molecules 2025 dataset).

CARTESIAN COORDINATES (ANGSTROEM)
C (-0.71467, 3.83510, 3.07054)
C (5.19604, -0.52802, -1.11736)
H (-3.50733, 0.56487, -1.24289)
H (-3.57404, -0.25282, -5.31512)
N (1.26409, 1.43666, 0.95948)
C (-2.04067, -1.99863, -4.11244)
C (-2.35765, -0.64981, 1.77256)
H (-1.06321, -2.11933, -1.69226)
N (-0.87541, -0.46061, 1.80807)
C (1.43278, 3.49052, 4.07284)
H (-2.74911, 1.20212, -4.72882)
H (-4.59740, -1.41076, -2.04825)
H (-2.35550, -3.77457, 2.89733)
C (0.18302, 4.09026, 4.09549)
H (6.47071, 1.22947, 0.18050)
H (-2.70792, 1.66913, -2.39307)
H (-0.00771, -0.61432, -3.21267)
H (5.36581, 1.12898, 1.53540)
C (-4.02876, -1.33227, -2.97646)
C (5.43441, 1.39148, 0.47796)
H (6.27848, -0.59974, -1.08755)
H (3.16565, 2.16820, 1.03325)
I (-1.81708, 2.70817, 0.56138)
H (-0.96951, 0.80980, 3.49959)
H (-0.53415, -3.24436, 4.34424)
N (-2.74775, -1.73762, 2.64113)
C (2.48029, -0.59852, -1.01383)
H (5.56196, 3.15979, -0.37058)
O (5.07398, 2.75568, 0.35470)
C (3.27787, -1.43407, -1.93596)
H (-0.09990, 4.74818, 4.90601)
C (-0.93680, -0.05665, -3.32384)
H (-2.66055, -0.84409, 0.74970)
H (-2.34955, -3.22796, 1.21391)
H (0.60099, 0.01200, 3.24721)
N (-3.74228, 0.08147, -3.25495)
H (-1.11718, -2.57500, -4.03486)
H (-2.82724, 0.27183, 2.11296)
C (-2.94743, 0.62377, -2.18049)
H (3.29689, -2.73919, -3.58890)
C (-0.19859, -1.73598, 1.42013)
N (-0.59908, -2.81058, 2.29854)
N (-1.71863, -0.59916, -4.40652)
N (-0.87930, -1.19981, 4.08747)
H (-2.64061, -2.40519, -4.92465)
H (-0.71233, 0.98686, -3.53509)
C (-2.00046, -1.56704, -1.78400)
H (2.14258, 3.67577, 4.86780)
H (-0.35932, 3.00989, -2.44081)
H (-4.62916, -1.73887, -3.78823)
H (-2.83906, -0.48119, 4.32236)
C (2.57220, -2.30044, -2.90928)
C (4.54407, 0.45671, -0.32210)
H (-1.69047, 4.30203, 3.07781)
H (-2.61482, -2.20304, 4.67950)
H (-2.56949, -1.65276, -0.86188)
C (-2.33229, -1.39392, 4.00849)
C (1.77653, 2.64261, 3.03498)
C (0.89623, 2.37561, 1.98493)
H (0.87761, -1.58064, 1.49640)
H (2.74107, 2.15054, 3.05583)
H (1.83551, -1.72770, -3.47476)
Pd (-0.27513, 0.72085, -0.43976)
O (1.25324, -0.81667, -0.94805)
C (-2.05718, -2.96633, 2.23204)
C (2.50425, 1.40727, 0.63267)
C (3.17090, 0.43031, -0.24914)
H (2.03744, -3.09898, -2.38657)
C (-2.97349, 0.15804, -4.50563)
H (0.85703, -2.32935, 3.73550)
N (-2.79160, -2.11683, -2.85719)
H (-0.45429, -1.97262, 0.39156)
N (4.58988, -1.39911, -1.92807)
I (2.02885, 2.20120, -3.26880)
H (0.91531, 3.38494, -1.17014)
C (0.55933, 2.71728, -1.94511)
C (-0.47976, -0.11949, 3.21048)
C (-0.35711, 2.98203, 2.03697)
N (-1.65878, -0.11867, -2.00251)
C (-0.22528, -2.44669, 3.67092)

Summary:
lowest unoccupied orbital energy (spin up / spin down): -6.5 / -8.7 eV
calculated total energy: -2472.27194 Ha
charge: +2
energy relative to the best compared isomer or geometry (same formula, charge and spin): 12.5 kcal per mole
E_HOMO (spin up / spin down): -13.790 / -13.915 eV
expectation value of S²: 6.05
orbital gap (spin up / spin down): 7.32 / 5.22 eV
2S+1: 5

Löwdin atomic charge list, values in e, 2 entries: -0.136, 0.006

***

# C27H38N2O3S

A 4-piece molecular cluster, C27H38N2O3S overall (the ωB97M-V functional and the def2-TZVPD basis, the Open Molecules 2025 dataset).

CARTESIAN COORDINATES (ANGSTROEM)
C (1.49861, -3.71068, -2.51111)
C (0.96200, -2.92762, -1.13398)
C (-2.44837, -1.89528, 0.15299)
H (3.72213, -4.49052, 2.43853)
C (-2.08507, 10.68678, 1.05561)
H (-4.91034, 10.85273, 2.80224)
H (-3.51948, 5.51355, 0.93960)
C (1.99369, -10.24265, 1.93466)
H (-2.22061, -2.63822, -0.75136)
H (2.56889, -7.51406, 0.45499)
O (-2.72411, 4.26286, -0.48106)
N (2.07089, -5.11107, -2.47099)
H (0.70899, -0.82176, -4.94812)
H (4.50188, -8.08971, 2.30043)
C (-4.35176, 10.22851, 0.78389)
H (4.85071, -6.26768, -2.84920)
C (5.47323, -5.55660, 1.01896)
C (0.76385, -1.40997, -3.93691)
H (-2.24415, 11.15506, 3.18376)
C (2.90314, -4.74897, 0.17998)
C (4.64241, -5.92762, -1.73595)
H (6.28997, -5.62996, 1.88279)
C (-1.49916, -0.54286, -0.01680)
H (-3.52743, 4.36896, -2.39236)
C (-2.07255, 0.95508, -0.41786)
H (-1.75862, 4.50346, -2.27688)
H (1.11175, -9.97260, 2.52510)
C (4.01558, -4.88832, 1.37704)
C (1.39525, -2.92982, -3.95566)
H (-1.44157, 11.43555, 0.58556)
C (2.97725, -8.47381, 0.78333)
C (-2.55598, 5.34360, 0.44683)
C (3.15193, -5.25526, -1.39458)
H (6.84508, -6.50644, -0.81090)
H (-3.16767, 1.03958, 0.02856)
H (3.20429, -9.98738, 3.73595)
C (5.77970, -6.05240, -0.54001)
H (-3.87203, 9.41713, 2.71621)
H (-1.37608, 1.82727, -0.05080)
C (3.27146, -9.86520, 2.65194)
H (-3.56708, -1.54262, 0.14539)
C (0.32034, -1.41754, -1.11620)
H (-2.35140, 6.83482, -2.51877)
H (-1.04420, 6.54920, -0.49325)
H (-1.47321, 9.81848, 1.32340)
N (-0.13155, -0.72875, 0.17156)
C (0.21159, -0.63084, -2.58106)
H (-2.41757, 7.49764, 0.10837)
C (-2.13251, 6.55189, -0.35937)
H (-2.21123, 1.10038, -1.59451)
C (3.46927, -8.43709, 2.21366)
H (1.28582, -5.73120, -2.10821)
H (3.77833, -8.76649, 0.09584)
H (-3.86322, 6.59920, -1.62135)
C (-2.82339, 11.22885, 2.25991)
H (-3.07936, 12.28274, 2.09823)
H (2.83242, -7.77390, 2.81111)
H (4.10078, -10.48304, 2.28782)
C (-2.80973, 6.30160, -1.68204)
O (1.95748, -9.48044, 0.72022)
H (-4.87133, 9.29337, 0.55583)
S (1.19771, -3.93740, 0.47129)
H (-2.17100, -2.49954, 1.14387)
H (-1.81967, 5.06646, 1.20627)
H (1.77774, -3.49261, -4.92815)
O (-3.08035, 10.24858, 0.12039)
C (-4.07784, 10.39394, 2.26283)
H (-0.22740, 0.47099, -2.58066)
H (1.94373, -11.31006, 1.70101)
H (-4.94540, 11.06210, 0.39391)
C (-2.70546, 4.79762, -1.81177)

Summary:
structure (SMILES): CC(C)=Nc1cccc2c1Sc1ccccc1N2.C1CCOC1.C1CCOC1.C1CCOC1
lowest unoccupied orbital energy: -0.5 eV
calculated total energy: -1784.26208 Ha
charge: 0
E_HOMO: -7.555 eV
orbital gap: 7.03 eV

Löwdin atomic charge list, values in e, 2 entries: -0.186, -0.325

***

# C27H38N4O6S

One molecule with the formula C27H38N4O6S (the ωB97M-V functional and the def2-TZVPD basis, the Open Molecules 2025 dataset).

CARTESIAN COORDINATES (ANGSTROEM)
H (-4.96032, -1.64107, -4.23420)
C (2.27044, -0.64962, -3.59273)
H (2.59350, -1.60216, -3.17182)
H (5.03000, -1.48725, -3.68055)
H (5.78281, -0.36707, -4.83783)
C (1.97204, 1.60262, 3.06326)
H (-1.60682, 4.66788, 1.03418)
H (1.30960, -0.79127, -4.08529)
H (-1.67844, -3.36385, -3.64990)
O (0.41947, 2.11592, -0.48684)
H (-0.97692, 5.46156, 3.29278)
H (2.20637, -1.11297, 0.78126)
H (4.33536, 0.51828, 2.21662)
H (-2.62182, -0.11322, 0.19573)
H (1.45839, 2.82940, 1.35211)
H (-1.97617, -2.27589, -5.01330)
H (3.58855, -0.25965, 0.06239)
C (-2.10055, 0.43724, 2.26578)
H (-0.56740, -2.41170, 3.40003)
C (-0.95137, -2.29267, 1.29928)
H (-2.07082, -0.65219, 4.09028)
H (-3.20623, -3.45255, -4.53357)
C (2.16980, 0.42784, -2.52396)
H (1.89172, 1.37691, -2.98738)
C (-3.06293, -1.75829, -3.22041)
H (3.13599, 0.56224, -2.03465)
O (-0.54887, -2.18154, -1.99957)
C (3.50675, -0.19238, 2.21288)
C (2.51983, 0.18938, 3.32194)
O (-2.09097, -0.73784, -2.85458)
N (1.97977, 0.95911, 0.66207)
O (0.14112, -2.23868, 0.54907)
H (5.15447, 0.25697, -3.30009)
C (-3.61849, -2.42585, -1.96500)
H (2.49612, 2.31895, 3.69748)
H (-2.90699, -1.48527, 2.76340)
C (-4.15856, -0.97102, -3.93985)
H (-0.06236, -2.53340, -0.37869)
H (3.18383, 2.44168, 1.47379)
C (5.00979, -0.47937, -4.08536)
O (-1.98084, -2.79611, 0.93617)
C (-1.77203, 1.72578, 2.79075)
H (-4.35211, -3.17549, -2.24637)
C (-0.76726, -1.62587, 2.66113)
C (1.45124, -0.90286, 3.44803)
C (-0.93311, -1.05971, -2.28239)
C (-1.14377, 3.53393, 4.21183)
H (0.29836, 0.05905, 2.05541)
C (1.11277, 0.05991, -1.46571)
C (-1.84204, 2.63691, 1.70835)
C (-1.42156, 2.19450, 4.05875)
H (-4.56133, -0.20508, -3.28240)
H (-2.83033, -2.90922, -1.39442)
C (1.13470, 1.13300, -0.37052)
C (-2.05546, -0.85335, 3.01959)
N (-2.21301, 1.93506, 0.60170)
N (-0.20418, 0.05205, -2.05305)
C (-1.55852, 3.98731, 1.87051)
C (2.17158, 2.04418, 1.60932)
H (-2.25057, 2.31087, -0.32968)
C (-2.43587, -2.78103, -4.16586)
O (1.59564, -1.84608, 4.19780)
C (2.82288, -0.21301, 0.84697)
N (0.37381, -0.74622, 2.65751)
C (-1.20668, 4.41891, 3.13057)
H (1.30811, -0.93926, -1.07811)
H (-4.10201, -1.68919, -1.32682)
H (0.91712, 1.65910, 3.33266)
H (-1.36782, 1.51945, 4.90065)
H (3.91563, -1.18400, 2.40963)
H (-3.75457, -0.48918, -4.82644)
H (-0.86882, 3.91511, 5.18433)
H (3.05750, 0.16766, 4.27420)
H (-0.60786, 0.95672, -2.24848)
S (3.42562, -0.19942, -4.92698)
C (-2.34488, 0.61636, 0.93261)

Summary:
structure (SMILES): CSCC[C@H](NC(=O)OC(C)(C)C)C(=O)N1CCC(C(=O)N[C@@H](Cc2c[nH]c3ccccc23)C(=O)O)CC1
lowest unoccupied orbital energy: 0.5 eV
calculated total energy: -2120.45607 Ha
charge: 0
energy relative to the best compared isomer or geometry (same formula, charge and spin): 0.0 kcal per mole
E_HOMO: -7.975 eV
orbital gap: 8.48 eV

Löwdin atomic charge list, values in e, 2 entries: 0.090, -0.496

***

Question: Which value of charge does entry 2 give?
Answer: 0

***

Question: Which of these has the lowest calculated total energy?
Answer: C27H38I2N10O2Pd